Model one:
Here is 2 unconnected molecules or ions with the total composition CH6P2S from the Open Molecules 2025 dataset. Energies are from ωB97M-V/def2-TZVPD.

Structure (XYZ):
```
10
Properties=species:S:1:pos:R:3
C 0.48 0.15 0.40
P 0.90 -1.58 -0.03
P -1.10 0.71 -0.25
S -2.68 -0.31 0.10
H 1.26 0.88 0.56
H -0.15 -0.05 2.02
H 2.27 -1.41 0.08
H 0.93 -1.36 -1.41
H -1.10 2.05 0.15
H -0.82 0.90 -1.61
```

net charge: 0
frontier orbital gap: 8.90 eV

Model two:
Here is 2 unconnected molecules or ions with the total composition CH6P2S from the Open Molecules 2025 dataset. Energies are from ωB97M-V/def2-TZVPD.

Structure (XYZ):
```
10
Properties=species:S:1:pos:R:3
C 0.46 0.91 -1.51
P -2.15 0.23 0.01
P 1.62 1.38 -0.20
S 2.60 -0.35 0.41
H 0.43 -0.11 -2.00
H 0.15 1.67 -2.08
H -1.16 0.83 0.96
H -1.58 -1.11 0.05
H 0.62 1.34 0.93
H 3.67 0.31 -0.04
```

net charge: 0
frontier orbital gap (spin up / spin down): 7.98 / 7.45 eV

Short version: model one is the most stable of them.

Model one:
Here is 9 unconnected molecules or ions with the total composition C21H60O9 from the Open Molecules 2025 dataset. Energies are from ωB97M-V/def2-TZVPD.

Structure (XYZ):
```
90
Properties=species:S:1:pos:R:3
C -9.40 5.12 34.56
C -10.40 4.10 35.01
C -11.77 4.32 34.37
O -10.21 2.92 34.72
H -8.56 4.95 35.23
H -9.72 6.08 34.68
H -9.00 5.00 33.55
H -10.35 4.16 36.10
H -11.72 4.36 33.24
H -12.26 5.24 34.73
H -12.54 3.59 34.70
H -9.29 2.65 34.74
C -9.08 9.19 34.37
C -9.85 10.06 33.47
C -9.38 11.57 33.39
O -9.70 9.81 32.26
H -9.38 8.17 34.30
H -8.93 9.74 35.31
H -8.02 9.13 34.12
H -10.90 10.08 33.77
H -8.46 11.69 32.82
H -9.30 12.07 34.25
H -10.10 12.09 32.83
H -10.00 8.92 31.99
C -5.94 13.38 33.68
C -4.91 12.18 33.71
C -5.62 10.82 33.68
O -4.10 12.27 32.79
H -5.44 14.31 33.92
H -6.74 13.22 34.41
H -6.39 13.37 32.65
H -4.26 12.29 34.60
H -5.07 10.03 33.30
H -6.51 10.75 33.10
H -5.88 10.60 34.70
H -3.85 11.42 32.44
C -7.69 8.64 30.00
C -6.85 8.27 31.22
C -7.51 7.11 31.92
O -5.68 7.88 31.03
H -8.58 9.21 30.15
H -8.13 7.87 29.39
H -6.96 9.06 29.36
H -6.84 9.15 31.91
H -6.87 6.69 32.67
H -7.94 6.41 31.23
H -8.38 7.64 32.40
H -5.53 7.29 31.79
C -7.03 2.52 36.16
C -7.09 1.54 34.99
C -7.45 0.16 35.49
O -7.84 1.85 34.11
H -7.92 2.27 36.79
H -7.08 3.62 35.78
H -6.16 2.40 36.74
H -6.09 1.38 34.63
H -6.94 -0.08 36.43
H -7.39 -0.59 34.79
H -8.54 0.21 35.72
H -7.30 1.82 33.30
C -1.91 9.92 33.44
C -2.29 9.35 32.09
C -2.86 7.93 32.29
O -3.12 10.00 31.44
H -1.29 9.19 33.86
H -2.73 9.98 34.15
H -1.49 10.91 33.26
H -1.44 9.30 31.44
H -2.12 7.35 32.86
H -2.95 7.36 31.40
H -3.82 8.04 32.75
H -3.50 9.42 30.84
C -2.16 6.41 35.33
O -0.92 5.86 35.38
H -2.85 6.04 36.15
H -2.70 6.11 34.37
H -2.18 7.52 35.31
H -0.46 6.28 36.18
C -5.49 7.96 35.74
O -6.41 6.85 35.40
H -5.95 8.92 35.96
H -4.95 8.09 34.84
H -4.85 7.51 36.55
H -5.87 6.21 34.91
C -5.22 4.42 33.80
O -4.73 5.61 33.33
H -6.30 4.35 33.81
H -4.91 4.17 34.77
H -4.84 3.64 33.16
H -3.85 5.50 32.91
```

net charge: 0
SMILES: CC(C)O.CC(C)O.CC(C)O.CC(C)O.CC(C)O.CC(C)O.CO.CO.CO
frontier orbital gap: 9.07 eV

Model two:
Here is 9 unconnected molecules or ions with the total composition C21H60O9 from the Open Molecules 2025 dataset. Energies are from ωB97M-V/def2-TZVPD.

Structure (XYZ):
```
90
Properties=species:S:1:pos:R:3
C 4.86 -0.59 -1.96
C 3.72 0.29 -1.39
C 3.32 1.49 -2.20
O 2.56 -0.49 -1.34
H 4.83 -0.73 -3.04
H 5.01 -1.54 -1.44
H 5.77 0.00 -1.84
H 4.01 0.58 -0.38
H 2.30 1.76 -1.94
H 3.20 1.32 -3.27
H 3.95 2.37 -2.11
H 1.85 0.01 -0.92
C -3.06 -2.17 3.43
C -1.62 -2.73 3.20
C -1.29 -2.50 1.72
O -0.75 -1.94 4.00
H -3.70 -2.85 2.87
H -3.16 -1.12 3.16
H -3.35 -2.27 4.48
H -1.46 -3.77 3.47
H -0.35 -3.00 1.46
H -1.36 -1.47 1.37
H -2.04 -2.98 1.10
H -1.24 -1.87 4.82
C -0.05 -2.76 -2.08
C 0.82 -3.00 -3.36
C 0.78 -1.77 -4.35
O 2.12 -3.01 -2.82
H 0.30 -1.87 -1.56
H -0.02 -3.64 -1.44
H -1.11 -2.65 -2.32
H 0.61 -3.92 -3.92
H 1.56 -1.78 -5.12
H 0.83 -0.83 -3.82
H -0.27 -1.76 -4.64
H 2.35 -2.22 -2.34
C 1.31 4.58 -2.20
C 0.02 4.23 -1.45
C -1.18 3.72 -2.30
O 0.36 3.28 -0.54
H 2.02 5.00 -1.49
H 1.03 5.34 -2.93
H 1.75 3.78 -2.79
H -0.38 4.98 -0.76
H -2.17 3.77 -1.85
H -1.06 2.72 -2.72
H -1.23 4.38 -3.16
H 0.98 3.64 0.10
C -1.22 3.56 2.07
C -2.03 3.14 3.32
C -3.26 3.90 3.62
O -2.21 1.79 3.15
H -0.92 4.61 2.12
H -1.70 3.44 1.10
H -0.34 2.94 1.90
H -1.39 3.34 4.18
H -3.79 3.58 4.52
H -4.02 3.84 2.85
H -2.98 4.95 3.71
H -1.33 1.46 2.97
C -3.89 0.26 -0.69
C -3.49 -1.08 -1.28
C -4.78 -1.89 -1.63
O -2.69 -0.83 -2.42
H -4.60 0.16 0.13
H -4.32 0.77 -1.56
H -2.98 0.76 -0.36
H -2.89 -1.64 -0.57
H -5.53 -1.23 -2.05
H -5.13 -2.41 -0.74
H -4.53 -2.67 -2.35
H -3.16 -0.24 -3.01
C 3.04 -1.17 2.02
C 3.20 -2.71 1.93
C 3.94 -3.18 0.74
O 3.94 -3.15 3.09
H 2.22 -0.77 1.42
H 4.01 -0.78 1.73
H 2.73 -0.93 3.04
H 2.16 -3.04 1.94
H 3.49 -2.95 -0.22
H 4.26 -4.22 0.64
H 4.96 -2.82 0.80
H 3.40 -3.71 3.65
O 0.19 0.50 2.69
H 0.14 -0.41 2.97
H 0.31 0.45 1.74
O 0.23 0.64 0.01
H -0.51 0.19 -0.39
H 0.11 1.56 -0.22
```

net charge: 0
SMILES: CC(C)O.CC(C)O.CC(C)O.CC(C)O.CC(C)O.CC(C)O.CC(C)O.O.O
frontier orbital gap: 9.55 eV

Short version: model two is the most stable of them.

Model one:
Here is 2 unconnected molecules or ions with the total composition C3H13N2O from the Open Molecules 2025 dataset. Energies are from ωB97M-V/def2-TZVPD.

Structure (XYZ):
```
19
Properties=species:S:1:pos:R:3
N -1.17 1.40 -0.01
C 0.13 0.63 0.16
C 0.41 0.05 -1.22
N -0.75 -0.71 -1.64
C -1.02 -1.93 -0.86
H -1.76 0.78 -0.59
H -1.02 2.24 -0.57
H -1.58 1.71 0.87
H -0.12 -0.19 0.81
H 0.91 1.29 0.53
H 1.37 -0.49 -1.14
H 0.57 0.84 -1.95
H -0.65 -1.00 -2.60
H -1.54 -1.68 0.08
H -1.74 -2.53 -1.41
H -0.11 -2.47 -0.60
H 2.32 -0.36 3.32
H 2.64 1.11 3.04
O 1.99 0.41 2.86
```

net charge: +1
frontier orbital gap: 10.41 eV

Model two:
Here is 2 unconnected molecules or ions with the total composition C3H13N2O from the Open Molecules 2025 dataset. Energies are from ωB97M-V/def2-TZVPD.

Structure (XYZ):
```
19
Properties=species:S:1:pos:R:3
C 0.27 0.87 0.87
C -0.79 1.23 -0.13
C -2.06 0.37 -0.05
N -1.71 -1.03 -0.39
N 0.86 -0.48 0.71
H 0.03 1.09 1.92
H 1.14 1.53 0.79
H -0.37 1.35 -1.13
H -1.16 2.25 0.06
H -2.38 0.41 0.99
H -2.81 0.82 -0.69
H -1.55 -1.18 -1.37
H -2.42 -1.64 -0.03
H 1.36 -0.79 1.53
H 0.19 -1.26 0.59
H 1.42 -0.58 -0.15
H 3.82 -0.57 -0.77
H 3.14 -1.29 -1.85
O 3.03 -1.10 -0.89
```

net charge: +1
frontier orbital gap: 10.57 eV

Model three:
Here is 2 unconnected molecules or ions with the total composition C3H13N2O from the Open Molecules 2025 dataset. Energies are from ωB97M-V/def2-TZVPD.

Structure (XYZ):
```
19
Properties=species:S:1:pos:R:3
N 0.01 0.65 1.50
C -0.28 -0.82 1.31
C 0.48 -1.30 0.08
N 0.36 -0.32 -1.00
C 1.09 -0.74 -2.20
H 0.27 1.07 0.61
H -0.89 1.11 1.65
H 0.65 0.83 2.26
H 0.11 -1.34 2.17
H -1.35 -0.92 1.16
H 1.54 -1.40 0.34
H 0.24 -2.32 -0.17
H -0.63 -0.29 -1.24
H 0.96 -1.80 -2.42
H 2.17 -0.69 -2.06
H 0.83 -0.04 -2.98
H -2.58 2.34 0.23
H -1.30 3.41 0.27
O -1.69 2.56 0.49
```

net charge: +1
frontier orbital gap: 10.34 eV

Short version: model two is the most stable of them.

Model one:
Here is a gas-phase ion, C4H8N (charge +1) from the Open Molecules 2025 dataset. Energies are from ωB97M-V/def2-TZVPD.

Structure (XYZ):
```
13
Properties=species:S:1:pos:R:3
C 2.63 0.37 -0.50
C 1.31 0.13 0.41
C 0.08 0.53 0.11
N -1.12 0.97 0.08
C -2.21 0.01 -0.10
H 3.52 -0.54 -0.52
H 2.38 0.90 -1.40
H 3.02 1.09 0.22
H 1.64 -0.21 1.41
H -1.70 1.66 0.35
H -1.81 -0.95 0.19
H -2.98 0.40 0.50
H -2.78 -0.22 -1.04
```

net charge: +1
SMILES: CC=C=[NH+]C
frontier orbital gap: 10.52 eV

Model two:
Here is a gas-phase ion, C4H8N (charge +1) from the Open Molecules 2025 dataset. Energies are from ωB97M-V/def2-TZVPD.

Structure (XYZ):
```
13
Properties=species:S:1:pos:R:3
C -1.55 0.12 0.10
N -0.15 0.03 -0.10
C 0.85 1.13 -0.32
C 1.08 0.05 0.68
C 0.78 -1.17 -0.20
H -2.05 1.00 0.60
H -1.90 -0.16 -0.93
H -2.01 -0.67 0.66
H 0.86 2.15 0.06
H 1.32 0.88 -1.32
H 1.07 0.01 1.84
H 1.26 -1.21 -1.17
H 0.43 -2.16 0.10
```

net charge: +1
SMILES: C[N@+]12C[C@H]1C2
frontier orbital gap: 13.38 eV

Short version: model two is the most stable of them.

Model one:
Here is a gas-phase ion, C4H8N (charge +1) from the Open Molecules 2025 dataset. Energies are from ωB97M-V/def2-TZVPD.

Structure (XYZ):
```
13
Properties=species:S:1:pos:R:3
C 0.47 1.95 0.42
N 0.48 0.88 -0.41
C -0.06 -0.46 -0.28
C 0.38 -1.38 -1.28
C -0.79 -0.70 0.99
H 0.65 2.98 0.05
H -0.18 1.67 1.26
H 1.09 0.90 -1.26
H 0.91 -1.04 -2.19
H 0.25 -2.45 -1.05
H -1.60 0.04 1.19
H -0.20 -0.79 1.86
H -1.41 -1.59 0.69
```

net charge: +1
SMILES: C=[NH+]C(=C)C
frontier orbital gap: 8.45 eV

Model two:
Here is a gas-phase ion, C4H8N (charge +1) from the Open Molecules 2025 dataset. Energies are from ωB97M-V/def2-TZVPD.

Structure (XYZ):
```
13
Properties=species:S:1:pos:R:3
C -1.59 -1.23 -0.84
N -1.25 -0.07 -0.60
C 0.15 0.34 0.15
C 0.90 1.12 -0.74
C 0.47 -0.09 1.46
H -1.09 -2.08 -0.44
H -2.53 -1.35 -1.36
H 0.47 1.94 -1.29
H 1.10 0.36 -1.65
H 1.84 1.48 -0.24
H 0.52 -1.15 1.48
H 1.27 0.57 1.82
H -0.25 0.16 2.23
```

net charge: +1
SMILES: C=[N+]=C(C)C
frontier orbital gap: 8.81 eV

Model three:
Here is 2 unconnected molecules or ions with the total composition C4H8N from the Open Molecules 2025 dataset. Energies are from ωB97M-V/def2-TZVPD.

Structure (XYZ):
```
13
Properties=species:S:1:pos:R:3
C 0.29 -0.98 0.94
C 0.58 -0.46 -1.20
C -0.44 -1.07 -0.33
C -0.20 1.54 0.33
N 0.16 0.18 0.05
H -0.29 -0.93 1.86
H 1.28 -1.42 1.05
H 1.58 -0.87 -1.23
H 0.25 0.03 -2.11
H -2.36 -1.71 -0.60
H -0.73 1.98 -0.51
H -0.83 1.58 1.22
H 0.71 2.12 0.52
```

net charge: +1
frontier orbital gap (spin up / spin down): 10.09 / 9.69 eV

Short version: model one is the most stable of them.